Here is a structure of composition C30H76AsF6N10O6P2 in a non-equilibrium geometry from OMol25. Energies are from ωB97M-V with the def2-TZVPD basis set.

Geometry as XYZ:
```
131
Properties=species:S:1:pos:R:3:lowdin_charge:R:1
As 0.605 -0.211 -0.096 0.828
P -2.585 -6.170 -7.487 0.551
P 3.032 -8.942 4.836 0.572
F 0.717 -0.264 1.692 -0.325
F 0.099 -0.154 -1.832 -0.311
F 2.222 -0.884 -0.369 -0.289
F 1.261 1.371 -0.233 -0.265
F -0.015 -1.858 0.076 -0.302
F -1.011 0.471 0.374 -0.336
O -5.332 5.965 5.633 0.013
O -1.748 2.429 8.590 -0.025
O 4.463 -9.321 4.743 -0.307
O -1.708 -7.295 -8.007 -0.327
O 7.925 5.210 -3.505 -0.033
O -1.389 9.671 -0.349 0.008
N -4.177 -6.529 -7.020 -0.316
N -2.884 -4.977 -8.628 -0.310
N 7.372 5.347 -1.283 -0.168
N 2.003 -10.113 4.131 -0.284
N -1.093 0.621 7.464 -0.202
N 2.577 -7.428 4.072 -0.313
N -5.452 4.154 4.310 -0.189
N 2.550 -8.863 6.434 -0.308
N -0.311 9.823 -1.050 -0.186
N -1.882 -5.462 -6.126 -0.331
C -2.836 -5.260 -10.084 -0.093
C -1.435 10.528 -3.241 -0.046
C 3.351 -6.279 4.329 -0.159
C 0.810 11.244 -2.781 -0.161
C -0.096 1.338 6.663 -0.021
C 1.583 -7.312 3.032 -0.124
C 3.392 -8.852 7.615 -0.125
C -4.948 3.465 3.123 -0.069
C 7.275 4.872 -2.484 -0.366
C -1.837 1.218 8.346 -0.368
C -4.895 5.298 4.732 -0.376
C 1.795 10.091 -3.170 -0.159
C -2.914 -3.560 -8.316 -0.154
C -4.996 -7.694 -7.634 -0.059
C -4.986 -5.534 -6.322 -0.111
C -1.984 -6.149 -4.868 -0.126
C 2.254 -10.490 2.690 -0.098
C -0.927 12.229 -1.426 -0.044
C 0.824 8.101 0.053 -0.053
C 6.650 4.886 -0.114 -0.053
C -0.644 -4.583 -6.315 -0.054
C 0.550 8.643 -1.315 -0.511
C 1.879 9.172 -1.945 -0.130
C 1.319 -11.149 4.963 -0.106
C -0.507 10.898 -2.104 -0.464
C -0.110 7.616 -2.177 -0.023
C -1.252 -0.740 7.072 -0.072
C 8.484 6.310 -0.933 -0.032
C 1.289 -8.111 6.815 -0.093
C -6.542 3.394 5.006 -0.019
H -4.335 2.621 3.439 0.089
H -2.106 -3.017 -8.804 0.077
H 1.488 9.577 -4.081 0.099
H 0.571 -7.888 6.026 0.071
H -3.363 -6.195 -10.274 0.074
H 3.938 -6.509 5.218 0.074
H 3.007 -5.380 4.841 0.075
H 6.428 4.170 -2.526 0.137
H 0.205 -5.238 -6.119 0.087
H 7.370 4.572 0.641 0.090
H -3.176 -4.390 -10.646 0.075
H 2.807 -11.427 2.631 0.074
H 2.305 9.777 -1.144 0.113
H -4.039 5.612 4.115 0.135
H 1.428 12.004 -2.303 0.109
H -1.909 12.194 -0.954 0.075
H -2.005 -1.277 7.648 0.082
H 6.214 5.724 0.429 0.082
H -0.061 7.591 0.433 0.084
H -0.415 -1.407 7.279 0.090
H 0.292 -11.410 4.709 0.075
H -1.146 13.068 -2.086 0.080
H -0.766 -3.694 -5.697 0.087
H 0.711 0.749 6.227 0.100
H 0.644 -8.603 7.544 0.075
H -6.060 2.702 5.697 0.089
H -1.837 -5.372 -10.506 0.074
H 5.792 4.265 -0.375 0.097
H -2.372 10.048 -2.960 0.085
H -0.595 2.024 5.978 0.097
H -0.248 8.133 -3.126 0.062
H 3.492 -7.835 7.994 0.075
H -3.820 -3.156 -8.766 0.077
H -7.278 2.887 4.382 0.081
H -5.101 -4.875 -7.182 0.074
H 2.716 8.478 -2.032 0.117
H -5.396 -7.293 -8.566 0.065
H 1.041 8.831 0.833 0.088
H 0.651 6.874 -2.420 0.093
H 1.539 7.282 0.122 0.092
H 9.449 5.803 -0.920 0.087
H -1.114 10.043 0.492 0.118
H 1.956 -12.034 4.972 0.074
H -1.020 7.059 -1.957 0.096
H 2.806 10.430 -3.395 0.105
H 4.422 -9.072 7.334 0.076
H 3.017 -9.575 8.340 0.085
H 1.306 -10.744 2.216 0.074
H -5.905 -5.934 -5.892 0.081
H 1.315 -10.917 6.028 0.059
H -2.942 -6.071 -4.355 0.069
H -4.400 -5.144 -5.490 0.059
H 3.797 -5.860 3.427 0.093
H 0.783 -7.848 3.543 0.065
H 1.787 -7.694 2.032 0.071
H -7.050 4.226 5.493 0.079
H -0.706 -4.207 -7.336 0.054
H -2.878 -3.313 -7.255 0.078
H 0.659 11.832 -3.686 0.113
H -5.795 3.209 2.485 0.084
H -2.595 0.608 8.861 0.135
H 8.772 7.005 -1.721 0.076
H 0.223 2.153 7.313 0.080
H 8.394 7.029 -0.118 0.084
H -1.853 11.457 -3.627 0.080
H -5.839 -7.809 -6.953 0.058
H -1.045 9.878 -4.025 0.077
H 1.670 -7.183 7.242 0.071
H 1.173 -6.305 2.960 0.091
H -0.201 12.547 -0.677 0.084
H -1.721 -7.174 -5.127 0.080
H -1.181 -5.744 -4.251 0.087
H -4.567 -8.688 -7.760 0.073
H 2.697 -9.707 2.075 0.068
H -4.237 4.007 2.500 0.083
H -1.577 -0.662 6.035 0.104
```

Output
- LUMO energy (Eh) = 0.0692
- E_tot (Eh) = -5705.3810
- HOMO-LUMO gap (eV) = 8.5
- charge = -1
- molecular weight (u) = 923.860



Here is a cluster of 14 separate species, C30H78BO34 in total in a non-equilibrium geometry from OMol25. Energies are from ωB97M-V with the def2-TZVPD basis set.

Geometry as XYZ:
```
143
Properties=species:S:1:pos:R:3:lowdin_charge:R:1
O -2.303 4.595 -1.987 -0.071
O 7.646 0.477 1.509 -0.056
O -1.098 4.860 5.127 -0.059
O -1.213 0.595 1.812 0.241
O -5.698 1.310 -6.014 -0.060
O -0.559 -1.460 0.659 0.197
O -1.030 0.633 -0.471 0.220
O 0.527 2.627 -6.070 -0.058
O 3.167 -2.779 4.592 -0.073
O -5.431 4.693 -1.598 -0.104
O -1.479 1.014 -4.672 -0.079
O -5.656 -0.221 -3.414 -0.065
O -0.707 -1.417 -3.571 -0.085
O 2.909 -1.118 0.921 0.090
O 5.074 0.637 -2.799 -0.063
O -0.130 5.537 2.536 -0.050
O 1.338 -6.032 1.590 -0.082
O 4.232 2.853 -1.512 -0.074
O -4.265 -4.040 1.287 -0.067
O 0.883 -3.261 0.758 0.102
O 6.799 -2.992 1.072 -0.066
O -4.310 4.362 0.935 -0.097
O -2.991 2.007 2.027 0.107
O 1.951 -2.424 -3.461 -0.085
O 2.822 -7.383 3.756 -0.069
O 1.044 0.267 0.837 0.237
O 4.905 -5.062 -0.314 -0.071
O 5.971 2.521 3.131 -0.043
O -2.749 2.006 -0.978 0.132
O 1.909 -0.214 5.604 -0.045
O 2.449 -5.393 -4.106 -0.065
O -6.430 3.420 2.914 -0.046
O -2.727 -3.874 3.683 -0.104
O -4.083 -2.070 -2.402 -0.072
C -6.447 4.562 2.105 -0.260
C 4.555 -3.798 0.235 -0.216
C 2.845 -4.545 -2.999 -0.237
C 6.249 0.698 1.508 -0.242
C -1.999 -1.964 -3.635 -0.199
C -4.887 1.667 -4.907 -0.226
C -2.113 1.439 1.367 -0.334
C 0.468 2.432 -4.684 -0.246
C 2.918 -0.277 4.686 -0.275
C 1.971 -6.255 3.989 -0.216
C -3.287 4.998 -2.908 -0.241
C -2.061 1.429 -0.183 -0.334
C -5.484 1.195 -3.571 -0.169
C 1.661 -0.903 0.854 -0.320
C -0.967 2.219 -4.121 -0.177
C 3.232 1.939 -1.955 -0.207
C -4.506 5.664 -2.176 -0.186
C -2.595 -2.841 2.674 -0.176
C 5.466 -3.370 1.440 -0.226
C 3.743 -1.533 5.051 -0.207
C -0.462 4.231 2.988 -0.244
C -2.765 -1.614 -2.306 -0.231
C -5.037 5.134 1.923 -0.182
C -1.554 4.216 3.984 -0.268
C 1.825 -3.568 -2.617 -0.242
C 3.953 0.562 -1.976 -0.237
C -2.963 -3.483 1.266 -0.214
C 0.653 -2.030 0.804 -0.288
C 5.684 1.166 2.841 -0.255
C 0.816 -6.250 2.897 -0.219
B -0.417 0.005 0.718 -0.861
H -2.830 -0.536 -2.158 0.099
H -3.597 -4.278 3.719 0.070
H -5.121 6.219 -2.884 0.105
H 2.231 -2.817 4.803 0.078
H 6.733 2.574 3.712 0.082
H -2.297 -4.293 0.970 0.125
H -5.068 4.366 -0.771 0.019
H 2.595 -0.330 3.647 0.113
H 4.655 -3.024 -0.526 0.120
H 5.466 -4.073 2.273 0.114
H -0.773 -0.509 -3.876 0.045
H -6.509 1.538 -3.428 0.124
H 5.821 -5.079 -0.602 0.073
H -1.929 3.217 4.205 0.124
H 4.979 2.647 -2.079 0.066
H -3.879 1.258 -4.977 0.091
H 3.360 -0.310 -2.253 0.110
H -5.430 1.771 -6.812 0.082
H 3.252 -7.313 2.900 0.077
H 1.489 0.649 5.592 0.095
H -6.842 4.242 1.141 0.118
H -4.647 -1.346 -2.684 0.014
H -2.606 3.752 -1.644 0.024
H -4.848 1.613 -2.791 0.112
H 5.693 -0.192 1.213 0.099
H -0.865 3.729 2.109 0.102
H 1.810 -3.182 -1.598 0.102
H 2.953 -5.167 -2.111 0.111
H -1.965 -3.054 -3.642 0.119
H -1.661 -2.280 2.648 0.098
H 4.817 0.552 -3.720 0.093
H -3.520 4.186 -3.597 0.087
H 7.877 -0.209 2.139 0.077
H 1.418 2.862 -6.338 0.086
H -6.555 -0.442 -3.670 0.106
H -0.838 2.190 -3.039 0.113
H 2.924 2.213 -2.965 0.087
H -4.702 2.740 -4.964 0.108
H -2.404 4.823 3.673 0.109
H 1.113 1.594 -4.423 0.110
H 2.433 -5.274 4.096 0.091
H 2.336 2.050 -1.345 0.116
H 0.417 3.641 3.247 0.130
H -2.178 -1.878 -1.426 0.096
H 2.588 -6.320 -3.901 0.072
H 3.624 0.521 4.915 0.112
H -1.667 3.035 -4.298 0.108
H -4.523 5.214 2.881 0.106
H 0.849 3.333 -4.203 0.116
H 4.595 1.116 2.821 0.104
H 1.537 -5.118 1.373 0.032
H -7.355 3.293 3.141 0.085
H -4.177 6.321 -1.371 0.111
H 0.090 -5.478 3.153 0.101
H 0.845 -4.013 -2.787 0.127
H 5.941 0.392 3.565 0.107
H 7.137 -3.719 0.544 0.066
H -4.886 -3.309 1.312 0.085
H 3.797 -4.054 -3.204 0.122
H -4.207 3.473 1.282 0.051
H 6.036 1.472 0.770 0.119
H 4.416 0.416 -1.000 0.103
H -2.517 -1.650 -4.541 0.114
H -3.363 -2.164 3.050 0.109
H -5.057 6.130 1.479 0.119
H -1.896 1.161 -5.524 0.094
H 3.989 -1.562 6.112 0.116
H -2.833 5.775 -3.522 0.110
H 3.592 -3.883 0.739 0.103
H -1.128 5.814 5.028 0.086
H 1.216 -1.811 -3.380 0.035
H 0.205 -7.152 2.940 0.113
H 1.370 -6.306 4.897 0.106
H 4.947 -2.566 1.962 0.090
H -0.537 5.674 1.677 0.085
H 4.738 -1.354 4.643 0.094
H -7.077 5.366 2.485 0.115
H -2.857 -2.686 0.530 0.088
```

Output
- LUMO energy (Eh) = 0.0647
- E_tot (Eh) = -3772.9175
- HOMO-LUMO gap (eV) = 8.9
- charge = -1
- energy relative to the best compared isomer or geometry (same formula, charge and spin) (eV) = 0.0000
- molecular weight (u) = 993.732



Here is a structure of composition C30H78F6HfN6O16S2 in a non-equilibrium geometry from OMol25. Energies are from ωB97M-V with the def2-TZVPD basis set.

Geometry as XYZ:
```
139
Properties=species:S:1:pos:R:3:lowdin_charge:R:1
Hf -3.337 1.065 0.817 2.336
S 0.230 0.068 0.014 0.576
S -3.797 -2.373 -0.382 0.559
F 0.229 -0.094 -2.746 0.128
F -0.457 -1.850 -1.787 0.146
F -2.985 -4.846 0.369 0.159
F 1.662 -1.403 -1.768 0.174
F -2.814 -3.232 1.909 0.150
F -1.409 -3.253 0.341 0.158
O 4.773 0.231 -4.035 -0.169
O -1.622 -6.451 -3.080 -0.154
O -2.040 2.539 -1.512 -0.242
O -3.733 2.144 3.052 -0.144
O -1.176 1.720 5.512 -0.193
O 0.540 -0.974 1.018 -0.306
O -5.144 -2.630 0.172 -0.284
O -3.665 -2.615 -1.754 -0.232
O -1.893 0.259 2.617 -0.156
O -1.128 0.491 0.168 -0.405
O -3.436 -1.016 0.059 -0.469
O -1.656 2.941 1.289 -0.131
O 1.224 1.144 0.014 -0.293
O 2.603 5.770 -0.205 -0.199
O 2.587 -5.912 -0.920 -0.155
O -4.362 -0.635 2.496 -0.135
N 3.954 1.157 -1.246 0.044
N 0.419 1.336 3.290 0.061
N -4.145 0.903 -1.626 0.002
N 2.216 -3.021 1.494 0.033
N -2.715 -3.160 -4.498 0.043
N 1.188 3.753 1.343 0.066
C 3.568 1.641 -2.536 -0.431
C 3.112 3.118 -2.394 -0.048
C -1.787 -7.293 -4.162 -0.137
C 2.400 1.059 4.511 -0.028
C 1.424 5.045 1.898 -0.452
C -3.112 0.652 -2.630 -0.395
C 6.067 -0.220 -4.398 -0.105
C -1.931 2.247 6.554 -0.115
C -3.659 0.112 -3.959 -0.011
C 3.768 6.379 -0.719 -0.114
C -2.402 1.993 -2.743 -0.243
C -2.178 -0.800 3.466 -0.200
C -3.661 -0.867 3.717 -0.158
C -2.094 -4.471 -4.514 -0.417
C -0.806 3.410 -1.631 0.012
C 0.441 -0.892 -1.676 -0.599
C -1.876 3.667 2.448 -0.221
C 2.708 5.647 1.233 -0.143
C 0.857 0.952 4.643 -0.338
C 2.541 -5.976 -2.337 -0.114
C -2.651 -3.546 0.638 -0.598
C -0.596 -4.174 -4.835 -0.040
C 0.211 1.801 5.727 -0.183
C 2.456 -4.369 1.055 -0.409
C -2.377 -5.253 -3.211 -0.194
C 1.638 -5.292 1.984 -0.066
C 4.818 1.517 -3.514 -0.207
C -3.249 3.516 3.090 -0.127
C 1.506 4.978 3.365 -0.059
C 2.103 -4.650 -0.422 -0.188
H 2.430 4.451 3.599 0.088
H -5.213 -1.026 2.707 0.132
H -1.579 1.873 -3.447 0.138
H 0.109 -4.999 -4.741 0.063
H -2.939 2.722 -3.350 0.141
H 0.471 2.858 5.657 0.124
H 2.983 0.876 5.413 0.088
H 0.733 4.411 3.883 0.057
H 3.094 1.170 -0.717 0.015
H 3.909 7.352 -0.248 0.087
H 0.904 0.798 2.586 0.062
H 1.513 -4.836 2.967 0.065
H -0.970 0.518 2.669 0.025
H -4.192 0.940 -4.425 0.092
H 2.765 6.705 1.492 0.129
H 2.486 -3.830 -1.029 0.099
H 5.679 1.967 -3.020 0.132
H 4.723 5.887 -0.532 0.097
H -2.097 -4.584 -2.398 0.094
H 4.144 0.197 -1.496 0.074
H 5.968 -1.273 -4.662 0.091
H -4.853 0.246 -1.921 0.109
H -0.144 -3.569 -4.049 0.059
H -4.234 -0.814 -3.977 0.084
H 6.818 -0.167 -3.609 0.088
H -1.704 -0.708 4.443 0.133
H 2.816 -5.092 -2.912 0.075
H -1.721 -1.753 3.199 0.134
H 3.475 -4.645 1.327 0.143
H 3.229 -6.737 -2.706 0.095
H -2.965 2.315 6.215 0.068
H 2.832 -2.359 1.045 0.066
H 3.997 3.749 -2.303 0.075
H -2.906 -0.150 -4.702 0.101
H 3.667 6.603 -1.781 0.099
H 0.516 5.626 1.733 0.138
H 0.089 2.800 -1.507 0.067
H 2.042 3.300 1.638 0.097
H 0.600 1.405 6.665 0.146
H 0.581 -5.385 1.733 0.059
H -3.447 -5.328 -3.017 0.128
H 2.442 3.288 -1.552 0.039
H -2.045 1.704 7.492 0.105
H 0.534 -0.045 4.942 0.144
H -2.374 -2.791 -3.622 0.023
H 1.526 -6.055 -2.727 0.071
H -0.912 4.194 -0.881 0.088
H -2.828 -7.529 -4.381 0.099
H -0.666 3.873 -2.607 0.108
H -4.021 -1.827 4.089 0.158
H -3.964 -0.056 4.379 0.117
H 0.690 2.284 3.073 0.043
H -0.707 3.064 1.212 0.049
H -1.378 -8.302 -4.108 0.095
H -1.752 3.293 6.804 0.100
H 2.661 3.301 -3.370 0.081
H -3.076 3.660 4.156 0.134
H 1.335 -2.550 1.342 0.008
H -4.682 1.709 -1.911 0.113
H 1.023 -4.580 -0.553 0.112
H 6.561 0.307 -5.214 0.089
H -1.123 3.368 3.177 0.101
H -2.461 -5.123 -5.307 0.128
H -0.431 -3.745 -5.824 0.083
H -1.742 4.725 2.222 0.146
H -3.637 -3.347 -4.129 0.054
H 1.551 5.946 3.865 0.104
H 2.800 0.313 3.824 0.086
H 2.706 1.055 -2.857 0.113
H 1.431 4.038 0.405 0.063
H 4.651 2.156 -4.381 0.120
H -1.261 -6.876 -5.021 0.081
H -2.296 -0.004 -2.326 0.116
H 2.785 1.945 4.006 0.069
H 2.025 -6.307 2.065 0.081
H 3.613 5.174 1.612 0.140
H -3.957 2.057 3.981 0.104
H -3.985 4.180 2.637 0.139
```

Output
- LUMO energy (Eh) = -0.3301
- E_tot (Eh) = -4165.0281
- HOMO-LUMO gap (eV) = 3.1
- charge = +2
- energy relative to the best compared isomer or geometry (same formula, charge and spin) (eV) = 3.6850
- molecular weight (u) = 1135.592